[1]
An isolated molecule of C2H5NO2 in a non-equilibrium geometry, computed with ωB97M-V/def2-TZVPD.

Values from the calculation:
Energy above the lowest of the compared OMol25 structures with the same formula, charge and spin ... 252.7 kJ/mol
Electronic energy ... -284.371135 hartree
Structure (SMILES) ... CC(=O)NO
Max |F| ... 4.84 eV/Å
Charge ... 0
Molecular weight ... 75.07 g/mol

Cartesian coordinates (Å):
C1 -0.376 0.291 -0.116
C2 -0.623 -1.217 -0.103
N1 0.833 0.599 0.491
O1 -1.085 1.116 -0.696
O2 1.192 1.956 0.287
H1 -1.140 -1.562 0.836
H2 -1.287 -1.596 -0.921
H3 0.421 -1.761 0.002
H4 1.401 -0.193 0.693
H5 0.664 2.366 -0.473



[2]
A cluster of 2 separate species, C6H15NOS in total in a non-equilibrium geometry, computed with ωB97M-V/def2-TZVPD.

Values from the calculation:
Energy above the lowest of the compared OMol25 structures with the same formula, charge and spin ... 622.5 kJ/mol
Electronic energy ... -765.558404 hartree
Max |F| ... 5.80 eV/Å
Charge ... 0
Molecular weight ... 149.26 g/mol

Cartesian coordinates (Å):
C1 2.787 -0.789 -1.461
C2 -1.411 -1.211 1.384
C3 -2.846 0.745 0.592
C4 -1.221 -0.804 -1.036
C5 2.671 1.614 -0.180
C6 -1.497 -0.056 0.292
N1 -0.559 0.995 0.269
O1 2.366 -0.881 1.194
S1 2.032 -0.188 -0.069
H1 2.996 -1.842 -1.715
H2 2.791 -0.065 -2.304
H3 -1.891 -2.053 1.102
H4 -0.296 -1.373 1.411
H5 -1.719 -0.845 2.299
H6 -2.888 0.817 1.651
H7 -3.576 0.277 -0.009
H8 -2.743 1.759 0.186
H9 -0.144 -1.332 -1.003
H10 -2.020 -1.518 -1.196
H11 -1.251 -0.038 -1.926
H12 2.779 1.975 0.895
H13 3.629 1.700 -0.557
H14 1.927 2.021 -0.843
H15 0.087 1.091 1.026



[3]
A cluster of 2 separate species, C4H7NO in total in a non-equilibrium geometry, computed with ωB97M-V/def2-TZVPD.

Values from the calculation:
Energy above the lowest of the compared OMol25 structures with the same formula, charge and spin ... 319.6 kJ/mol
Electronic energy ... -286.509917 hartree
Max |F| ... 3.82 eV/Å
Charge ... 0
Molecular weight ... 85.11 g/mol

Cartesian coordinates (Å):
O1 -0.128 -0.870 1.360
C1 -1.008 -0.026 0.590
C2 -0.169 1.076 -0.043
C3 1.061 0.446 -0.658
C4 0.927 -0.725 -1.420
N1 0.780 -1.821 -1.768
H1 -0.547 -1.736 1.446
H2 -1.769 0.380 1.257
H3 -1.484 -0.640 -0.182
H4 0.186 1.762 0.736
H5 -0.831 1.646 -0.703
H6 1.092 -0.624 0.320
H7 1.850 1.149 -0.992



[4]
A structure of composition C4H4N2O in a non-equilibrium geometry, computed with ωB97M-V/def2-TZVPD.

Values from the calculation:
Energy above the lowest of the compared OMol25 structures with the same formula, charge and spin ... 463.7 kJ/mol
Electronic energy ... -339.405039 hartree
Max |F| ... 2.69 eV/Å
Charge ... 0
Molecular weight ... 96.09 g/mol

Cartesian coordinates (Å):
O1 -0.840 2.051 1.395
C1 -0.361 1.092 0.833
C2 -0.936 0.507 -0.408
C3 -0.411 -0.591 -1.094
N1 0.716 -1.141 -0.515
C4 1.199 -0.662 0.685
N2 0.744 0.352 1.334
H1 -2.017 0.964 -0.653
H2 -1.291 0.615 -1.758
H3 1.146 -1.973 -0.919
H4 2.051 -1.215 1.098



[5]
A cluster of 2 separate species, C2H6N2O2 in total in a non-equilibrium geometry, computed with ωB97M-V/def2-TZVPD.

Values from the calculation:
Energy above the lowest of the compared OMol25 structures with the same formula, charge and spin ... 334.5 kJ/mol
Electronic energy ... -339.705236 hartree
Structure (SMILES) ... CC(N)=O.N=O
Max |F| ... 2.31 eV/Å
Charge ... 0
Molecular weight ... 90.08 g/mol

Cartesian coordinates (Å):
C1 0.732 -1.689 -0.134
N1 -1.537 1.672 0.855
C2 0.083 -0.335 0.004
O1 -0.602 -0.065 0.991
O2 -0.690 2.526 0.564
N2 0.281 0.521 -0.995
H1 -0.081 1.466 -0.885
H2 -1.732 1.663 1.886
H3 0.876 0.296 -1.771
H4 1.812 -1.577 -0.240
H5 0.343 -2.185 -1.022
H6 0.515 -2.293 0.746



[6]
An isolated molecule of C19H18N2O2S in a non-equilibrium geometry, computed with ωB97M-V/def2-TZVPD.

Values from the calculation:
Energy above the lowest of the compared OMol25 structures with the same formula, charge and spin ... 603.7 kJ/mol
Electronic energy ... -1392.814191 hartree
Structure (SMILES) ... Cc1cccc(S(=O)(=O)N2CC=C(C#Cc3ccccn3)CC2)c1
Max |F| ... 5.40 eV/Å
Charge ... 0
Molecular weight ... 338.43 g/mol

Cartesian coordinates (Å):
O1 -5.104 -0.946 1.170
O2 -5.139 0.978 -0.367
C1 1.017 1.611 1.695
C2 2.184 2.042 1.762
N1 3.998 2.870 2.978
C3 -1.319 1.700 1.957
C4 -0.265 0.937 1.750
C5 4.991 3.737 3.081
C6 3.383 2.779 1.814
C7 5.466 4.482 1.994
C8 3.728 3.499 0.724
C9 4.850 4.255 0.768
C10 -3.812 -3.366 -2.288
C11 -3.261 -2.740 -3.480
C12 -4.082 -2.476 -1.259
C13 -3.494 -0.552 -2.631
C14 -3.220 -1.388 -3.707
C15 -3.920 -1.107 -1.385
N2 -2.687 0.219 0.683
C16 -2.685 -0.947 -5.115
C17 -2.702 1.223 1.738
C18 -0.522 -0.434 1.218
C19 -1.882 -0.922 1.179
S1 -4.307 -0.156 0.132
H1 -1.131 2.648 2.367
H2 5.633 3.733 4.011
H3 6.362 5.105 2.014
H4 3.277 3.263 -0.213
H5 5.096 4.935 -0.069
H6 -3.807 -4.416 -2.007
H7 -2.965 -3.368 -4.327
H8 -4.344 -2.958 -0.353
H9 -3.274 0.475 -2.577
H10 -2.373 0.135 -5.116
H11 -1.870 -1.645 -5.328
H12 -3.441 -1.061 -5.930
H13 -3.296 2.124 1.459
H14 -3.148 0.843 2.639
H15 0.052 -1.114 1.852
H16 -0.137 -0.562 0.310
H17 -1.939 -1.798 0.537
H18 -2.255 -1.174 2.203



[7]
An isolated molecule of C6H10, computed with ωB97M-V/def2-TZVPD.

Values from the calculation:
Energy above the lowest of the compared OMol25 structures with the same formula, charge and spin ... 407.9 kJ/mol
Electronic energy ... -234.447168 hartree
Max |F| ... 0.30 eV/Å
Charge ... 0
Molecular weight ... 82.15 g/mol

Cartesian coordinates (Å):
C1 1.921 -0.264 0.108
C2 0.717 0.104 -0.694
C3 -0.443 1.720 0.440
C4 -0.989 0.540 0.793
C5 -1.595 -0.356 -0.257
C6 -0.308 -1.034 -0.751
H1 2.528 0.593 0.419
H2 2.520 -0.809 -0.644
H3 1.784 -0.959 0.954
H4 0.187 2.272 1.134
H5 -0.688 2.214 -0.493
H6 -0.784 0.115 1.775
H7 -2.334 -1.064 0.128
H8 -2.059 0.239 -1.050
H9 -0.375 -1.423 -1.777
H10 -0.081 -1.886 -0.085



[8]
A structure of composition C40H50AsMgN3O2 in a non-equilibrium geometry, computed with ωB97M-V/def2-TZVPD.

Values from the calculation:
Energy above the lowest of the compared OMol25 structures with the same formula, charge and spin ... 134.0 kJ/mol
Electronic energy ... -4304.956811 hartree
Max |F| ... 1.03 eV/Å
Charge ... 0
Molecular weight ... 704.09 g/mol

Cartesian coordinates (Å):
Mg1 0.444 0.299 0.838
C1 4.156 2.964 3.084
C2 4.235 1.842 2.043
C3 5.584 1.125 2.133
C4 3.978 2.359 0.648
C5 4.683 3.454 0.171
C6 4.446 3.956 -1.092
C7 3.462 3.387 -1.876
C8 2.729 2.295 -1.432
C9 1.608 1.790 -2.318
C10 1.670 0.287 -2.600
C11 0.267 2.225 -1.717
C12 3.013 1.753 -0.171
N1 2.360 0.578 0.269
C13 3.087 -0.542 0.220
O1 4.233 -0.667 -0.201
C14 2.348 -1.732 0.784
C15 2.931 -2.933 1.174
C16 2.128 -3.874 1.807
C17 0.800 -3.579 2.091
C18 0.303 -2.349 1.675
N2 1.066 -1.519 0.994
C19 -1.019 -1.758 2.094
O2 -1.935 -2.465 2.492
N3 -0.992 -0.423 2.050
C20 -2.101 0.244 2.612
C21 -2.166 0.435 3.999
C22 -3.270 1.079 4.536
C23 -4.290 1.539 3.725
C24 -4.222 1.339 2.360
C25 -3.139 0.687 1.788
C26 -3.129 0.385 0.308
C27 -3.325 1.652 -0.527
C28 -4.206 -0.661 0.018
C29 -1.081 -0.106 4.899
C30 -0.616 0.918 5.936
C31 -1.584 -1.387 5.571
H1 4.273 2.542 4.080
H2 3.192 3.468 3.028
H3 4.941 3.705 2.943
H4 3.448 1.112 2.283
H5 6.405 1.808 1.926
H6 5.625 0.309 1.416
H7 5.710 0.720 3.136
H8 5.439 3.910 0.790
H9 5.012 4.798 -1.459
H10 3.266 3.798 -2.857
H11 1.708 2.300 -3.285
H12 1.157 -0.282 -1.819
H13 2.703 -0.050 -2.636
H14 1.209 0.068 -3.561
H15 0.107 1.724 -0.745
H16 -0.568 1.989 -2.374
H17 0.278 3.302 -1.546
H18 3.981 -3.102 1.003
H19 2.548 -4.819 2.119
H20 0.167 -4.256 2.642
H21 -3.350 1.209 5.604
H22 -5.148 2.033 4.157
H23 -5.041 1.669 1.739
H24 -2.153 -0.057 0.039
H25 -4.298 2.096 -0.336
H26 -3.261 1.425 -1.590
H27 -2.560 2.390 -0.278
H28 -5.188 -0.278 0.283
H29 -4.011 -1.558 0.604
H30 -4.205 -0.930 -1.038
H31 -0.215 -0.366 4.274
H32 -1.403 1.152 6.648
H33 -0.306 1.840 5.448
H34 0.230 0.517 6.493
H35 -2.428 -1.171 6.225
H36 -0.791 -1.842 6.162
H37 -1.913 -2.093 4.812
C32 -2.927 -3.625 -3.260
As1 -1.789 -2.583 -2.031
C33 -0.097 -3.439 -2.607
C34 -1.854 -0.842 -3.057
C35 -1.742 -0.829 -4.539
C36 -2.770 -0.303 -5.319
C37 -2.657 -0.233 -6.694
C38 -1.510 -0.689 -7.323
C39 -0.483 -1.220 -6.562
C40 -0.599 -1.285 -5.187
H38 -2.656 -3.423 -4.295
H39 -3.979 -3.386 -3.115
H40 -2.789 -4.687 -3.070
H41 -0.211 -3.876 -3.595
H42 0.125 -4.244 -1.903
H43 0.743 -2.747 -2.606
H44 -1.077 -0.211 -2.616
H45 -2.821 -0.412 -2.780
H46 -3.668 0.067 -4.842
H47 -3.464 0.192 -7.276
H48 -1.416 -0.625 -8.395
H49 0.415 -1.582 -7.041
H50 0.213 -1.694 -4.607